# 1
C18H38ClCoO4P2 as an isolated structure in a non-equilibrium geometry, computed with ωB97M-V/def2-TZVPD.

Calculated values
E_HOMO (alpha / beta): -10.6 / -10.9 eV
frontier orbital gap (alpha / beta): 0.189 / 0.197 Ha
molar mass: 474.832 u

```
! RIJCOSX wB97M-V def2-TZVPD def2/J DEFGRID3
* xyz 1 4
C 1.108 3.661 0.145
C 1.807 3.251 -1.031
C 2.237 2.494 -2.420
C 2.985 1.018 -2.166
C 1.785 -0.021 -1.781
P 2.348 -1.664 -0.949
Cl 1.255 -2.671 -2.453
C 0.892 -1.690 0.306
C -0.335 -2.755 -0.086
C -1.263 -2.799 1.310
C -2.829 -3.207 0.999
C -3.630 -2.038 0.156
C -4.869 -1.339 0.983
C -5.245 0.054 0.140
C -4.652 1.396 0.882
C -4.418 2.681 -0.113
C -2.809 3.056 -0.336
O 3.456 -0.895 0.134
C 2.949 0.025 1.085
C 4.228 1.004 1.550
C 4.136 1.205 3.209
O 4.152 2.359 0.985
P 4.084 -1.896 -2.296
O 3.671 -1.682 -3.959
O 5.457 -0.987 -1.769
H 0.753 3.865 1.266
H 2.916 3.215 -3.068
H 1.301 2.235 -3.104
H 3.547 0.798 -3.170
H 3.777 1.222 -1.333
H 0.990 0.589 -1.180
H 1.253 -0.299 -2.815
H 2.760 -2.948 -0.365
H 0.350 -0.667 0.457
H 1.278 -2.141 1.345
H 0.026 -3.855 -0.222
H -1.065 -2.349 -0.900
H -1.232 -1.688 1.740
H -0.809 -3.571 2.076
H -3.408 -3.452 2.010
H -2.900 -4.190 0.336
H -4.025 -2.446 -0.872
H -2.850 -1.192 -0.080
H -5.826 -2.019 0.994
H -4.569 -1.095 2.100
H -4.762 -0.067 -0.942
H -6.420 0.100 -0.046
H -3.612 1.102 1.346
H -5.396 1.741 1.721
H -4.907 3.622 0.425
H -4.917 2.572 -1.173
H -2.687 3.454 -1.449
H -2.102 2.123 -0.211
H -2.509 3.961 0.381
H 2.094 0.760 0.824
H 2.637 -0.507 2.109
H 5.220 0.425 1.327
H 3.165 1.791 3.537
H 5.090 1.783 3.624
H 4.134 0.162 3.779
H 3.474 2.933 1.450
H 2.902 -1.059 -4.113
H 5.549 -0.113 -2.291
Co -5.720 -3.357 1.959
*
```

# 2
A 5-piece molecular cluster, C18H38ClN2O14 overall in a non-equilibrium geometry, computed with ωB97M-V/def2-TZVPD.

Calculated values
E_HOMO: -6.7 eV
frontier orbital gap: 0.327 Ha
molar mass: 541.955 u

```
! RIJCOSX wB97M-V def2-TZVPD def2/J DEFGRID3
* xyz -1 1
Cl 1.826 -0.082 -1.706
O 2.188 -0.795 -2.913
O 2.914 0.751 -1.256
O 0.650 0.721 -1.933
O 1.593 -1.040 -0.643
C -2.266 3.327 -2.148
C -3.069 2.515 -1.094
O -4.297 2.239 -1.762
C -4.386 2.999 -2.894
O -5.394 3.092 -3.529
O -3.222 3.551 -3.165
H -1.383 2.758 -2.430
H -2.017 4.284 -1.691
H -3.289 3.073 -0.182
H -2.545 1.584 -0.885
C 2.667 0.047 2.424
C 3.701 -0.915 1.831
O 4.593 -1.161 2.927
C 4.370 -0.257 3.896
O 5.029 -0.121 4.890
O 3.320 0.526 3.612
H 1.725 -0.481 2.554
H 2.535 0.931 1.809
H 4.223 -0.515 0.964
H 3.188 -1.829 1.540
C -3.045 6.002 4.657
O -1.974 5.488 3.920
C -1.149 6.534 3.428
C -0.055 5.922 2.573
N 0.689 4.944 3.340
C 1.686 4.214 2.557
C 1.100 3.331 1.446
O 0.272 2.397 2.170
C -0.542 1.503 1.447
H -3.620 5.236 5.181
H -3.789 6.493 4.023
H -2.664 6.648 5.453
H -0.741 7.055 4.300
H -1.745 7.200 2.794
H 0.630 6.706 2.249
H -0.606 5.516 1.711
H 0.058 4.200 3.634
H 2.179 3.468 3.181
H 2.408 4.916 2.138
H 1.850 2.714 0.948
H 0.399 3.859 0.792
H -1.071 0.896 2.182
H 0.037 0.816 0.829
H -1.316 1.995 0.857
C -1.505 -2.823 -0.487
O -1.362 -3.692 -1.614
C -0.168 -3.392 -2.337
C -0.154 -4.284 -3.561
N 0.092 -5.674 -3.233
C -0.089 -6.620 -4.319
C -0.165 -8.037 -3.788
O 1.062 -8.646 -3.449
C 1.670 -8.203 -2.265
H -0.782 -3.091 0.288
H -2.518 -2.944 -0.109
H -1.346 -1.805 -0.850
H 0.649 -3.569 -1.633
H -0.017 -2.386 -2.744
H 0.657 -3.874 -4.168
H -1.131 -4.117 -4.035
H -0.461 -5.962 -2.436
H 0.735 -6.572 -5.037
H -0.985 -6.442 -4.936
H -0.533 -8.690 -4.585
H -0.868 -8.139 -2.948
H 2.099 -7.198 -2.312
H 2.531 -8.827 -2.016
H 0.941 -8.273 -1.449
*
```

# 3
C18H38OP2Sn as an isolated structure in a non-equilibrium geometry, computed with ωB97M-V/def2-TZVPD.

Calculated values
E_HOMO (alpha / beta): -4.5 / -4.6 eV
energy above the lowest of the compared OMol25 structures with the same formula, charge and spin: 28.42 kcal per mole
frontier orbital gap (alpha / beta): 0.122 / 0.120 Ha
molar mass: 451.160 u

```
! RIJCOSX wB97M-V def2-TZVPD def2/J DEFGRID3
* xyz 0 1
P 1.382 -2.231 -2.168
P -0.618 3.704 -1.339
C 1.871 -0.336 -2.899
C 1.609 0.864 -2.004
H 1.237 -0.241 -3.786
H 2.878 -0.336 -3.404
H 2.597 1.196 -1.592
H 1.233 1.691 -2.605
C -1.792 4.137 -2.731
H -2.491 4.826 -2.229
H -2.315 3.181 -3.004
H -1.225 4.588 -3.577
C 0.803 4.639 -1.941
H 0.811 4.900 -3.006
H 1.695 4.059 -1.674
H 0.766 5.516 -1.276
C 0.322 -3.666 -2.989
H 0.486 -4.595 -2.413
H 0.601 -3.988 -3.996
H -0.745 -3.415 -2.995
C 2.882 -2.813 -3.031
H 3.678 -2.136 -2.682
H 2.890 -2.823 -4.141
H 3.042 -3.842 -2.671
Sn -1.160 -0.315 -3.015
C 0.243 1.307 -5.203
C -1.078 1.149 -4.672
C -2.191 0.588 -5.560
C -1.931 -0.894 -5.921
C -0.955 -1.500 -4.942
C 0.393 -1.615 -5.213
C 1.207 -0.854 -6.191
C 0.836 0.594 -6.377
C -1.962 -0.885 -0.999
H 0.775 2.209 -4.813
H -1.300 2.027 -4.048
H -2.299 1.193 -6.467
H -3.120 0.625 -4.984
H -2.853 -1.482 -5.824
H -1.653 -1.047 -6.961
H -1.500 -1.978 -4.079
H 0.985 -2.465 -4.843
H 1.249 -1.394 -7.163
H 2.237 -0.935 -5.807
H 1.771 1.134 -6.614
H 0.264 0.639 -7.317
H -1.271 -0.607 -0.173
H -2.036 -1.974 -1.021
H -2.963 -0.519 -0.690
C 0.082 1.337 1.445
C 1.072 1.342 0.278
C 2.488 1.000 0.735
O 0.681 0.690 -0.943
H 0.027 0.388 2.007
H -0.909 1.658 1.106
H 0.385 2.098 2.183
H 1.075 2.384 -0.043
H 2.588 0.006 1.179
H 3.226 1.127 -0.066
H 2.812 1.734 1.485
*
```

# 4
A 3-piece molecular cluster, C18H39BF3NO14P2S overall in a non-equilibrium geometry, computed with ωB97M-V/def2-TZVPD.

Calculated values
E_HOMO: -9.8 eV
frontier orbital gap: 0.276 Ha
molar mass: 655.324 u

```
! RIJCOSX wB97M-V def2-TZVPD def2/J DEFGRID3
* xyz 0 1
C 1.054 -0.201 -0.887
N -0.099 0.788 -0.746
C 0.386 2.220 -0.836
B -1.180 0.473 -1.763
O -0.814 -0.078 -3.114
C -2.820 0.641 -1.502
S -3.615 1.949 -2.576
O -2.491 2.460 -3.561
O -4.677 1.264 -3.511
C -4.246 3.461 -1.679
F -3.398 4.679 -1.873
F -4.444 3.306 -0.221
F -5.591 3.807 -2.275
C -3.393 0.328 0.001
O -3.673 -1.141 0.120
C -3.071 -1.647 -1.129
O -2.489 -2.849 -1.199
O -3.316 -0.615 -2.155
H 1.607 -0.142 -1.924
H 1.850 -0.016 -0.042
H 0.600 -1.283 -0.750
H 1.158 2.442 0.046
H 0.870 2.455 -1.899
H -0.515 2.969 -0.693
H -0.643 -1.075 -3.039
H -2.495 0.435 0.780
H -4.438 0.785 0.328
C 2.951 -0.432 -4.808
C 3.844 -0.744 -3.622
O 5.133 -0.172 -3.775
P 5.248 1.472 -3.647
O 5.281 1.450 -2.099
O 6.903 1.660 -3.753
C 7.630 2.268 -2.690
C 8.157 1.212 -1.727
O 5.212 1.497 -5.376
C 6.322 1.122 -6.193
C 6.873 -0.277 -5.972
H 2.726 0.639 -4.856
H 2.005 -0.975 -4.738
H 3.443 -0.699 -5.750
H 3.389 -0.398 -2.688
H 3.978 -1.829 -3.546
H 7.017 3.017 -2.175
H 8.475 2.809 -3.128
H 7.404 0.469 -1.463
H 8.527 1.677 -0.808
H 8.984 0.660 -2.193
H 7.111 1.876 -6.106
H 5.966 1.180 -7.227
H 7.319 -0.399 -4.979
H 7.658 -0.500 -6.702
H 6.086 -1.031 -6.069
C -3.589 1.084 7.233
C -2.889 0.618 5.970
O -3.290 -0.692 5.603
P -4.827 -0.875 5.023
O -4.446 -0.433 3.589
O -4.796 -2.493 4.612
C -5.033 -2.901 3.269
C -3.721 -3.036 2.509
O -5.253 -1.369 6.625
C -4.920 -2.647 7.170
C -3.445 -3.007 7.179
H -4.664 1.209 7.059
H -3.186 2.041 7.572
H -3.478 0.348 8.036
H -3.074 1.312 5.142
H -1.808 0.588 6.146
H -5.724 -2.214 2.767
H -5.533 -3.874 3.298
H -3.052 -2.189 2.668
H -3.904 -3.139 1.435
H -3.177 -3.925 2.854
H -5.513 -3.422 6.673
H -5.265 -2.628 8.209
H -3.035 -3.120 6.168
H -3.285 -3.960 7.694
H -2.853 -2.238 7.684
*
```